(1)
71
Properties=species:S:1:pos:R:3:mulliken_charge:R:1 method="wB97M-V/def2-TZVPD" total_charge=+2 relative_energy_kcal_mol=0.0 e_lumo_ev=-5.5
Pd 0.8824 -0.0868 0.4531 0.92
C -3.0406 -2.1970 -1.6486 -1.63
C -1.7300 -1.5230 -2.0306 1.50
C -1.6631 -1.2396 -3.5215 -1.73
O -0.6767 -2.4284 -1.6515 -0.41
C -1.6240 -0.2076 -1.2342 0.07
O -2.1273 0.7986 -1.6807 -0.61
O -1.0523 -0.2473 -0.0379 -0.79
H -3.1228 -3.1545 -2.1620 0.40
H -3.8836 -1.5696 -1.9323 0.42
H -3.0993 -2.3699 -0.5708 0.22
H -1.7766 -2.1709 -4.0758 0.42
H -0.7070 -0.7809 -3.7864 0.46
H -2.4482 -0.5476 -3.8149 0.37
H 0.1384 -2.0840 -2.0276 0.37
C 9.0896 10.1164 4.1478 -0.85
O 7.7557 10.1771 3.6555 -0.45
C 7.1337 9.0291 3.3521 0.92
C 5.8235 9.1522 2.8746 -0.60
C 5.1021 8.0344 2.5365 -0.53
C 5.6637 6.7577 2.6646 0.34
C 6.9668 6.6447 3.1370 -0.74
C 7.7062 7.7636 3.4816 -0.68
C 4.8639 5.5985 2.2965 0.40
N 3.6554 5.6447 1.7683 -0.80
C 3.2881 4.3494 1.5907 0.51
C 4.2814 3.4821 2.0131 -0.18
N 5.2848 4.3020 2.4645 -0.11
C 4.1585 2.0683 1.9419 0.35
C 5.0959 1.1126 2.3756 -0.28
C 4.8075 -0.2229 2.2581 -1.10
C 3.5982 -0.6267 1.6824 0.13
N 2.7146 0.2546 1.2502 -0.57
C 2.9584 1.5846 1.3929 0.38
C 1.9127 2.4711 0.9830 0.08
N 0.7682 1.8972 0.5130 -0.33
C -0.2303 2.6546 0.0901 -0.03
C -0.1386 4.0534 0.1246 -1.14
C 0.9905 4.6568 0.6128 -0.26
C 2.0561 3.8545 1.0590 0.46
H 9.3861 11.1443 4.3279 0.25
H 9.7581 9.6686 3.4101 0.35
H 9.1356 9.5551 5.0830 0.35
H 5.4015 10.1434 2.7818 0.44
H 4.0902 8.1288 2.1681 0.48
H 7.4454 5.6774 3.2402 0.21
H 8.7164 7.6435 3.8424 0.41
H 6.1635 4.0273 2.8660 0.18
H 6.0347 1.4268 2.8131 0.48
H 5.5009 -0.9768 2.6012 0.45
H 3.3510 -1.6718 1.5644 0.33
H -1.1103 2.1478 -0.2855 0.56
H -0.9761 4.6322 -0.2366 0.47
H 1.0877 5.7333 0.6622 0.64
N 2.4503 -5.3246 0.2679 -0.20
C 1.0675 -4.8383 -0.0657 -1.01
P 0.7839 -3.4447 1.1130 0.93
O 1.5192 -3.8848 2.3274 -0.84
O 1.2166 -2.1633 0.4239 -0.38
C -1.0537 -3.4996 1.3479 -0.47
N -1.6197 -2.2164 1.9019 0.05
H 3.1686 -4.7208 -0.1339 0.33
H 2.6235 -6.2790 -0.0482 0.37
H 2.5339 -5.2573 1.3012 0.37
H 0.3849 -5.6531 0.1747 0.45
H 0.9855 -4.5955 -1.1211 0.39
H -1.3168 -4.3045 2.0300 0.46
H -1.5097 -3.6498 0.3721 0.25
H -1.0702 -1.4207 1.5602 -0.02
H -1.6198 -2.2065 2.9214 0.46
H -2.5655 -2.0367 1.5654 0.37


(2)
12
Properties=species:S:1:pos:R:3:mulliken_charge:R:1 method="wB97M-V/def2-TZVPD" total_charge=0 relative_energy_kcal_mol=24.6 e_lumo_ev=0.9 smiles="O=C1CCOC1"
O 0.7575 2.0429 0.7709 -0.56
C 0.4131 1.0184 0.2364 0.46
C -1.0002 0.5678 -0.1529 -0.46
C -0.7668 -0.9675 -0.0874 -0.43
O 0.5317 -1.1418 -0.6400 -0.36
C 1.3391 -0.1603 -0.0416 -0.33
H -1.2682 0.8292 -1.1761 0.26
H -1.7121 1.0565 0.5322 0.31
H -0.8062 -1.1587 0.9887 0.27
H -1.3931 -1.6857 -0.6358 0.31
H 2.1568 0.1246 -0.7085 0.29
H 1.7483 -0.5252 0.9142 0.25


(3)
17
Properties=species:S:1:pos:R:3:mulliken_charge:R:1 method="wB97M-V/def2-TZVPD" total_charge=0 relative_energy_kcal_mol=80.1 e_lumo_ev=-0.6
H 2.3152 0.3170 -1.3860 0.27
N 1.8325 -0.1484 -0.6163 -0.61
C 0.8851 0.5147 -0.1147 -0.32
C 0.6982 0.3095 1.6337 0.47
N -0.3673 0.9859 2.0360 -0.37
N 1.4727 -0.4725 2.2208 -0.75
H 2.1942 -0.8684 1.6217 0.28
H 0.6084 1.5361 -0.4163 0.47
H -1.1883 0.9907 1.3230 0.32
H -0.4143 1.2522 3.0077 0.22
C -1.0240 -0.7017 -1.9619 -1.14
C -1.1561 -0.4733 -0.4814 0.39
O -1.8516 0.4614 -0.0290 -0.61
H -1.8822 -1.2886 -2.2962 0.36
H -0.1236 -1.2774 -2.1676 0.38
H -0.9891 0.2432 -2.5016 0.32
H -1.0097 -1.3802 0.1282 0.33


(4)
92
Properties=species:S:1:pos:R:3:mulliken_charge:R:1 method="wB97M-V/def2-TZVPD" total_charge=0 relative_energy_kcal_mol=32.8 e_lumo_ev=0.3 smiles=Oc1ccc(O)cc1.Oc1ccc(O)cc1.Oc1ccc(O)cc1.Oc1ccc(O)cc1.Oc1ccc(O)cc1.c1ccncc1.c1ccncc1
O 9.6110 34.2330 2.1920 -0.44
C 8.8400 34.5100 3.2420 0.66
C 8.3390 33.5090 4.0270 -0.75
C 7.6680 33.9650 5.2550 -0.57
C 7.5970 35.2580 5.5790 0.63
O 7.0000 35.4850 6.7080 -0.44
C 8.1540 36.2950 4.8200 -0.59
C 8.7840 35.9180 3.5540 -0.87
H 10.0430 34.9780 1.9420 0.17
H 8.4280 32.4730 3.7770 0.60
H 7.1580 33.2030 5.7890 0.43
H 7.1580 36.2870 6.8480 0.22
H 7.9860 37.3240 5.0910 0.32
H 9.0720 36.7310 3.1650 0.63
O 11.2240 32.0340 3.3480 -0.40
C 12.1380 31.2740 2.6760 0.66
C 12.1010 31.4640 1.2880 -1.34
C 13.1310 30.7150 0.4040 -0.12
C 14.1240 29.9950 0.9890 0.02
O 15.0790 29.4320 0.2300 -0.42
C 14.1200 29.8950 2.3420 -0.60
C 13.1480 30.3900 3.1730 -0.60
H 10.5960 32.6560 3.0650 0.30
H 11.5650 32.1750 0.7270 0.75
H 13.1130 30.9830 -0.6790 0.65
H 14.8290 28.9880 -0.5870 0.11
H 14.9920 29.4220 2.5280 0.74
H 13.3840 30.1430 4.2040 0.34
O 21.9830 30.6960 -1.5490 -0.56
C 20.9770 30.6220 -0.7400 0.31
C 21.0970 31.0010 0.5290 -0.78
C 19.9460 30.9970 1.5660 -0.75
C 18.7200 30.4850 1.0610 0.60
O 17.6430 30.3600 1.8540 -0.32
C 18.6470 30.2980 -0.3950 -0.21
C 19.6700 30.2970 -1.2470 -0.68
H 22.4050 29.9610 -2.0370 0.35
H 21.9010 31.1480 0.9880 0.64
H 20.0120 31.4360 2.5160 0.48
H 16.8550 30.1630 1.1880 0.06
H 17.6160 30.2650 -0.7630 0.37
H 19.7940 30.1470 -2.2920 0.41
O 17.3990 33.7590 -0.2110 -0.41
C 16.3050 34.5520 0.0270 0.30
C 16.3400 35.8890 -0.1350 -0.80
C 15.1010 36.7520 0.1720 -0.76
C 13.9270 36.0430 0.4670 0.55
O 12.7750 36.7880 0.6250 -0.54
C 13.9780 34.6390 0.5820 0.31
C 15.1300 33.8880 0.4410 -0.91
H 18.2690 34.3340 -0.1010 0.32
H 17.1500 36.4800 -0.6270 0.29
H 15.2580 37.8150 0.3150 0.25
H 13.1250 37.7350 0.8910 0.33
H 12.8810 34.1350 0.7620 -0.26
H 15.1230 33.0040 0.5770 1.34
O 14.2380 28.5640 -2.7590 -0.41
C 13.0410 28.2010 -3.2940 0.62
C 11.7470 28.5670 -2.6940 -0.57
C 10.5080 28.0360 -3.3930 -0.47
C 10.5470 27.2060 -4.5150 0.44
O 9.4230 27.0010 -5.2630 -0.59
C 11.8230 26.9420 -5.1230 -0.42
C 13.0750 27.3010 -4.5280 -0.86
H 15.0580 28.4890 -3.3750 0.30
H 11.7440 29.2290 -1.8670 0.47
H 9.5750 28.3210 -3.1070 0.48
H 9.4890 26.9460 -6.3150 0.35
H 11.8490 26.3320 -6.0470 0.25
H 13.9500 27.1430 -4.9810 0.43
C 11.5840 29.9540 7.5710 -0.46
C 12.5500 29.9210 8.6180 -0.79
C 13.5770 30.8710 8.5450 -0.41
N 13.7700 31.8390 7.5910 -0.55
C 12.7900 31.8060 6.6890 -0.43
C 11.7220 30.9720 6.6500 -0.14
H 10.7680 29.2180 7.5710 0.37
H 12.5690 29.2900 9.2350 0.86
H 14.4010 30.7310 9.2550 0.38
H 12.8740 32.6690 6.1010 0.56
H 10.9500 30.9940 5.9930 0.59
C 15.7990 28.3230 6.2910 -0.63
C 16.3710 28.6670 5.0210 -0.14
C 17.3120 27.7490 4.3730 -0.16
N 17.8560 26.6950 4.9260 -0.54
C 17.4480 26.4000 6.2180 -0.36
C 16.3260 27.0990 6.8030 -0.49
H 15.1920 28.9260 6.7320 0.89
H 15.9640 29.5100 4.3930 0.32
H 17.8870 28.0550 3.4240 0.34
H 17.7940 25.4470 6.5610 0.39
H 16.0320 27.0900 7.8010 0.39


(5)
25
Properties=species:S:1:pos:R:3:mulliken_charge:R:1 method="wB97M-V/def2-TZVPD" total_charge=-1 relative_energy_kcal_mol=30.4 e_lumo_ev=3.3
F -0.0963 0.0294 -0.0111 -0.74
O -0.4149 0.8828 -2.3585 -0.77
H -0.4275 0.6647 -1.3759 0.38
H 0.2382 1.4942 -2.4431 0.32
O 0.1021 -2.5893 -0.1889 -0.78
H 1.0727 -2.4484 -0.1944 0.37
H -0.2812 -1.6854 -0.0489 0.20
O -0.6196 2.5764 0.6895 -0.73
H -1.5207 2.7083 0.9675 0.31
H -0.5326 1.6394 0.3955 0.49
O 0.2502 -1.2839 2.4050 -0.68
H 0.6926 -2.1388 2.4032 0.30
H 0.1538 -0.9076 1.5257 0.36
O -2.5953 -0.4845 -0.2388 -0.71
H -1.7397 -0.2377 -0.0408 0.35
H -2.8700 -1.1832 0.3951 0.33
O -0.1606 -1.8178 -2.9102 -0.70
H -0.1254 -0.8545 -2.9806 0.40
H -0.1262 -2.0356 -2.0155 0.38
O 2.2090 0.5367 -0.8621 -0.73
H 2.7416 1.1012 -0.3388 0.31
H 1.3617 0.4503 -0.3105 0.41
O 1.2796 1.7031 2.4432 -0.60
H 0.8923 2.0505 3.2412 0.25
H 0.5164 1.8296 1.8519 0.28